Record 1
{"formula": "C4H11NO", "method": "wB97M-V/def2-TZVPD", "smiles": "C=CO.CCN", "total_charge": 0, "homo_ev": -8.39, "e_lumo_ev": 0.9, "homo_lumo_gap_ev": 9.26, "symbols": ["C", "C", "N", "H", "H", "H", "H", "H", "H", "H", "C", "C", "O", "H", "H", "H", "H"], "coordinates": [[-1.614909, 0.808493, 1.810818], [-0.608215, 0.229166, 0.798084], [-1.305167, -0.423811, -0.393426], [-1.099806, 0.735323, 2.779626], [-1.807612, 1.862619, 1.595946], [-2.580079, 0.337622, 1.969245], [0.064468, 1.004784, 0.441427], [0.037323, -0.465833, 1.327608], [-2.245425, -0.614725, -0.049521], [-0.873973, -1.344037, -0.295325], [2.410533, -0.138655, -0.810856], [1.752328, -0.459540, -1.925559], [0.502768, -0.156021, -2.319224], [3.497129, -0.120635, -0.766268], [2.027621, 0.046743, 0.188675], [2.174737, -1.218884, -2.583847], [-0.331726, -0.082604, -1.767397]], "atomic_forces_ev_per_a": [[1.16, 0.67, 0.47], [-1.32, 0.25, -0.19], [0.85, -0.55, 2.02], [-0.32, 0.40, -0.06], [-0.04, -0.10, 0.10], [0.00, -0.53, -0.48], [-0.17, 0.20, -0.10], [-0.07, -0.42, -0.16], [-0.08, 0.25, -0.46], [-0.28, -0.21, -0.88], [0.64, 0.04, 1.00], [-0.69, -0.57, 0.52], [-0.64, -0.31, -0.69], [-0.09, -0.97, -0.38], [-0.60, 0.93, -0.55], [0.55, 0.97, -0.66], [1.10, -0.06, 0.49]], "mulliken_charge": [-1.186, -0.220, -0.689, 0.292, 0.277, 0.396, 0.269, 0.303, 0.259, 0.260, -0.683, 0.092, -0.550, 0.221, 0.173, 0.331, 0.457]}


Record 2
{"formula": "C3ClF3", "method": "wB97M-V/def2-TZVPD", "total_charge": 0, "homo_ev": [-9.85, -9.81], "e_lumo_ev": [-2.4, -2.4], "homo_lumo_gap_ev": [7.47, 7.36], "symbols": ["C", "C", "C", "F", "F", "F", "Cl"], "coordinates": [[1.185776, -0.686365, 0.412475], [-0.797432, 0.566348, 0.876011], [-0.253519, -0.477127, -0.031084], [2.066523, 0.051180, -0.298198], [-1.057974, -1.437533, 0.127782], [-0.296952, -0.125918, -1.390834], [-0.846422, 2.109415, 0.303849]], "atomic_forces_ev_per_a": [[2.04, -0.09, -0.13], [-0.13, 1.19, 1.22], [1.87, 4.12, -2.41], [-2.26, -0.95, 0.88], [-1.73, -4.04, 0.30], [0.07, -0.22, 0.41], [0.13, -0.01, -0.26]], "mulliken_charge": [-0.331, -0.389, 1.245, -0.084, -0.184, -0.278, 0.021]}


| no. | E (Ha) | molecular weight (g/mol) |
| --- | --- | --- |
| 1 | -288.91854 | 89.138 |
| 2 | -873.83731 | 128.480 |